A 2-piece molecular cluster, CBrClNO5S overall in a non-equilibrium geometry, computed with wB97M-V/def2-TZVPD.

Energy above the lowest of the compared OMol25 structures with the same formula, charge and spin   61.5 kcal per mole
HOMO energy (alpha / beta)   -5.9 / -5.9 eV
Molecular weight   253.44 g mol⁻¹
E   -106160.56045 eV
Net charge   -1

CARTESIAN COORDINATES (ANGSTROEM)
C (0.35157, 0.41539, -0.15893)
N (-0.98530, 0.74460, -0.43053)
O (-1.71303, -0.13315, -0.05399)
O (-0.20069, -2.11167, 0.68342)
O (-1.18444, 1.85625, -0.86875)
O (1.99184, -1.18530, 1.06296)
O (0.11007, 0.08296, 1.86310)
S (0.59890, -0.95446, 0.91983)
Cl (-0.57222, -0.35241, -2.56572)
Br (1.60329, 1.63779, -0.45139)

A 2-piece molecular cluster, CBrIN4 overall in a non-equilibrium geometry, computed with wB97M-V/def2-TZVPD.

Energy above the lowest of the compared OMol25 structures with the same formula, charge and spin   39.1 kcal per mole
HOMO energy   -9.6 eV
Molecular weight   274.85 g mol⁻¹
E   -85136.17214 eV
Net charge   0

CARTESIAN COORDINATES (ANGSTROEM)
C (0.45723, -0.05272, -1.78085)
N (1.31700, 0.70571, -1.94986)
N (-1.86168, -0.07728, 0.96558)
N (-0.82282, 0.11330, 1.29639)
N (0.10350, 0.28900, 2.02439)
Br (1.83391, 0.39537, 1.49997)
I (-1.02714, -1.37337, -2.05562)

CCaNO4S2 as an isolated structure in a non-equilibrium geometry, computed with wB97M-V/def2-TZVPD.

HOMO energy   -2.7 eV
Molecular weight   194.23 g mol⁻¹
E   -50827.69798 eV
Net charge   -1

CARTESIAN COORDINATES (ANGSTROEM)
O (-2.65128, -0.76567, -0.25266)
C (-3.30477, 0.04370, 0.30883)
O (-4.19731, 0.62578, 0.75361)
Ca (-0.69049, -0.82280, -1.28717)
N (1.39801, -0.67054, -2.18070)
S (1.46426, -1.94886, -0.90480)
S (1.56424, 0.84599, -1.51517)
O (-0.00152, 1.04074, -0.84284)
O (1.59187, 1.76919, -2.71852)

Q: What is the E in the third record?
A: -50827.69798 eV